Entry P
One molecule with the formula C8H12N4. Source: OMol25; level of theory: ωB97M-V/def2-TZVPD.

Geometry as ORCA input:
```
! wB97M-V def2-TZVPD RIJCOSX def2/J DEFGRID3
* xyz 0 1
C 1.925 1.437 3.572
C 1.803 0.340 2.710
C 0.735 -0.895 1.034
C 0.195 -0.666 -0.148
C -0.659 1.672 -0.028
C 0.984 -2.314 1.520
C -0.155 -1.727 -1.189
C -0.704 2.811 -1.062
N 2.500 2.281 4.157
N 0.778 0.128 1.954
N -0.025 0.626 -0.591
N -1.234 1.639 1.087
H 2.067 -2.406 1.184
H 0.409 -3.170 1.065
H 0.923 -2.490 2.647
H -1.209 -2.130 -1.264
H 0.627 -2.483 -1.028
H 0.125 -1.172 -2.232
H -0.974 3.900 -0.787
H -1.454 2.497 -1.900
H 0.318 2.838 -1.478
H 0.269 0.614 -1.567
H -0.165 0.714 2.055
H -1.583 2.525 1.508
*
```

Values from the calculation:
HOMO level in eV: -8.02

Entry Q
A 2-piece molecular cluster, C8H12N4 overall. Source: OMol25; level of theory: ωB97M-V/def2-TZVPD.

Geometry as ORCA input:
```
! wB97M-V def2-TZVPD RIJCOSX def2/J DEFGRID3
* xyz 0 1
C -3.053 2.559 -0.882
C -2.410 1.821 0.216
C -1.177 1.242 0.198
N -0.898 0.828 1.470
C -1.990 1.048 2.261
N -2.805 1.820 1.565
H -2.846 3.651 -0.936
H -4.102 2.807 -0.642
H -2.780 2.097 -1.796
H -0.645 0.981 -0.697
H -0.191 0.138 1.514
H -2.031 0.796 3.290
C 0.844 -2.779 0.575
C 1.825 -1.837 -0.072
C 3.031 -2.040 -0.638
N 3.383 -0.942 -1.444
C 2.327 -0.063 -1.265
N 1.378 -0.561 -0.541
H 1.054 -3.764 0.273
H -0.182 -2.502 0.259
H 0.909 -2.588 1.612
H 3.644 -2.939 -0.794
H 4.306 -0.639 -1.724
H 2.411 0.866 -1.801
*
```

Values from the calculation:
HOMO level in eV: -8.06
SMILES string: Cc1c[nH]cn1.Cc1c[nH]cn1

Entry R
A 4-piece molecular cluster, C8H12N4 overall. Source: OMol25; level of theory: ωB97M-V/def2-TZVPD.

Geometry as ORCA input:
```
! wB97M-V def2-TZVPD RIJCOSX def2/J DEFGRID3
* xyz 0 1
C 2.014 -2.641 1.588
C 1.399 -1.456 2.192
N 0.823 -0.647 2.753
H 2.726 -2.410 0.844
H 1.249 -3.276 1.155
H 2.466 -3.247 2.390
C -1.975 -0.769 1.275
C -1.525 -2.172 0.999
N -1.240 -3.243 0.747
H -3.027 -0.780 1.559
H -1.808 -0.202 0.339
H -1.357 -0.340 2.040
C -2.232 1.805 -2.412
C -1.207 2.717 -2.040
N -0.428 3.491 -1.708
H -2.092 0.833 -1.990
H -2.285 1.687 -3.502
H -3.205 2.066 -2.034
C 2.325 1.772 -0.613
C 1.179 0.867 -0.824
N 0.353 0.083 -1.027
H 2.046 2.761 -0.443
H 2.923 1.654 -1.524
H 2.877 1.449 0.236
*
```

Values from the calculation:
HOMO level in eV: -11.56
SMILES string: CC#N.CC#N.CC#N.CC#N

Least stable: entry P

Entry P
One molecule with the formula C5H12N2. Source: OMol25; level of theory: ωB97M-V/def2-TZVPD.

Geometry as ORCA input:
```
! wB97M-V def2-TZVPD RIJCOSX def2/J DEFGRID3
* xyz 0 1
C 0.273 -2.049 -2.216
N 0.628 -1.741 -1.039
C 1.314 -0.562 -0.670
C 0.882 0.106 0.662
C -0.577 0.437 0.831
C -0.885 1.307 2.048
N -1.225 1.151 -0.348
H -0.765 -2.188 -2.494
H 1.073 -2.143 -3.013
H 1.423 0.249 -1.424
H 2.375 -0.917 -0.581
H 1.409 1.066 0.485
H 1.173 -0.480 1.565
H -1.133 -0.521 0.822
H 0.041 1.860 2.250
H -1.369 0.713 2.818
H -1.671 2.053 1.887
H -2.199 0.901 -0.417
H -0.767 0.755 -1.167
*
```

Values from the calculation:
HOMO level in eV: -8.36
SMILES string: C=NCC[C@@H](C)N

Entry Q
A 3-piece molecular cluster, C5H12N2 overall. Source: OMol25; level of theory: ωB97M-V/def2-TZVPD.

Geometry as ORCA input:
```
! wB97M-V def2-TZVPD RIJCOSX def2/J DEFGRID3
* xyz 0 1
C -1.690 -1.265 -0.054
N -0.384 -1.187 0.625
C -0.067 -0.018 1.413
C -0.877 1.017 1.681
H -0.230 -2.041 1.171
H 0.888 -0.126 1.913
H -1.714 -2.168 -0.666
H -2.502 -1.300 0.672
H -1.782 -0.400 -0.710
H -0.505 1.841 2.276
H -1.777 1.219 1.115
C 0.851 1.180 -1.765
C 1.454 0.160 -0.837
N 2.697 0.269 -0.535
H 2.992 -0.505 0.072
H 0.606 -0.956 -0.374
H 0.713 0.740 -2.758
H -0.143 1.459 -1.401
H 1.471 2.079 -1.837
*
```

Values from the calculation:
HOMO level in eV: -7.32

Entry R
One molecule with the formula C5H12N2. Source: OMol25; level of theory: ωB97M-V/def2-TZVPD.

Geometry as ORCA input:
```
! wB97M-V def2-TZVPD RIJCOSX def2/J DEFGRID3
* xyz 0 1
C -0.996 0.393 -0.066
C -1.245 1.869 -0.129
C -2.001 -0.669 0.362
C 2.510 0.343 0.102
C 0.456 -1.464 -0.406
N 1.324 0.836 -0.420
N 0.224 -0.043 -0.245
H -1.912 1.954 -1.003
H -0.266 2.236 -0.264
H -1.805 2.288 0.682
H -2.831 -0.270 0.912
H -1.445 -1.168 1.107
H -2.363 -1.451 -0.319
H 3.353 0.994 0.150
H 2.519 0.013 1.157
H 3.020 -0.514 -0.381
H 0.488 -1.853 0.599
H 1.429 -1.612 -0.938
H -0.457 -1.884 -0.902
*
```

Values from the calculation:
HOMO level (alpha / beta) in eV: -6.72 / -6.72

Entry S
One molecule with the formula C5H12N2. Source: OMol25; level of theory: ωB97M-V/def2-TZVPD.

Geometry as ORCA input:
```
! wB97M-V def2-TZVPD RIJCOSX def2/J DEFGRID3
* xyz 0 1
C -1.643 1.570 -0.769
C -1.245 0.492 -0.085
N -2.160 -0.169 0.757
C -0.131 -0.439 -0.551
C 1.037 -0.679 0.413
C 1.529 0.677 0.887
N 2.084 -1.488 -0.242
H -2.676 1.865 -0.571
H -1.245 1.905 -1.717
H -3.144 0.005 0.684
H -1.896 -1.112 0.966
H -0.653 -1.366 -0.831
H 0.179 -0.054 -1.530
H 0.680 -1.223 1.294
H 2.506 0.526 1.372
H 0.814 1.096 1.593
H 1.748 1.381 0.086
H 2.651 -0.922 -0.858
H 1.564 -2.064 -0.899
*
```

Values from the calculation:
HOMO level in eV: -8.18
SMILES string: C=C(N)C[C@H](C)N

Least stable: entry R

Entry P
One molecule with the formula C5H12N2. Source: OMol25; level of theory: ωB97M-V/def2-TZVPD.

Geometry as ORCA input:
```
! wB97M-V def2-TZVPD RIJCOSX def2/J DEFGRID3
* xyz 0 1
C 0.047 0.534 -2.328
C 0.704 -0.555 -1.870
C 1.589 -0.461 -0.686
C 1.060 0.274 0.679
N 0.073 -0.638 1.331
C -1.120 -0.028 1.859
N -2.365 -0.133 1.025
H -0.487 0.584 -3.280
H 0.035 1.509 -1.814
H 0.978 -1.239 -2.601
H 2.571 -0.100 -0.826
H 1.731 -1.536 -0.246
H 0.698 1.291 0.660
H 2.014 0.387 1.291
H -0.060 -1.357 0.600
H -1.041 1.115 1.923
H -1.422 -0.286 2.941
H -2.710 0.756 1.297
H -2.295 -0.117 0.045
*
```

Values from the calculation:
HOMO level in eV: -8.81
SMILES string: C=CCCNCN

Entry Q
A 2-piece molecular cluster, C5H12N2 overall. Source: OMol25; level of theory: ωB97M-V/def2-TZVPD.

Geometry as ORCA input:
```
! wB97M-V def2-TZVPD RIJCOSX def2/J DEFGRID3
* xyz 0 1
C -1.502 -1.102 -0.618
C -1.633 0.085 -0.084
C -1.864 1.494 0.283
C 1.561 1.089 -0.742
C 1.495 -0.361 -0.267
N 0.504 -1.622 1.323
N 0.881 -0.393 1.016
H -0.709 -1.764 -0.157
H -2.121 -1.526 -1.426
H -2.749 1.995 -0.009
H -0.953 2.035 -0.188
H -1.819 1.723 1.372
H 1.515 1.770 0.032
H 2.321 1.133 -1.430
H 0.564 1.174 -1.218
H 0.901 -0.945 -1.017
H 2.523 -0.959 -0.182
H 1.075 -2.347 1.136
H 0.011 -1.478 2.177
*
```

Values from the calculation:
HOMO level (alpha / beta) in eV: -7.40 / -7.03

Entry R
One molecule with the formula C5H12N2. Source: OMol25; level of theory: ωB97M-V/def2-TZVPD.

Geometry as ORCA input:
```
! wB97M-V def2-TZVPD RIJCOSX def2/J DEFGRID3
* xyz 0 1
C -0.728 -2.424 -0.301
N -0.775 -1.981 0.870
C -1.257 -0.620 1.119
C -0.908 0.466 0.090
C 0.612 0.558 -0.075
C 1.084 1.077 -1.437
N 1.103 1.560 0.922
H -0.245 -3.379 -0.505
H -1.154 -1.945 -1.193
H -0.774 -0.340 2.060
H -2.326 -0.686 1.310
H -1.254 1.395 0.532
H -1.358 0.230 -0.873
H 1.150 -0.377 0.102
H 2.115 0.799 -1.625
H 1.017 2.167 -1.372
H 0.455 0.715 -2.249
H 1.133 1.181 1.870
H 2.112 1.603 0.756
*
```

Values from the calculation:
HOMO level in eV: -9.34
SMILES string: C=NCC[C@@H](C)N

Least stable: entry Q

Entry P
A 3-piece molecular cluster, C5H12N2 overall. Source: OMol25; level of theory: ωB97M-V/def2-TZVPD.

Geometry as ORCA input:
```
! wB97M-V def2-TZVPD RIJCOSX def2/J DEFGRID3
* xyz 0 1
C 0.282 0.038 1.732
C -1.892 -0.227 -0.054
C -0.455 -0.018 -2.687
C 1.559 0.797 1.929
N -0.487 0.134 -0.136
C 0.419 -0.416 -0.846
N 1.567 -0.857 -1.012
H 2.121 -0.996 -0.175
H 0.323 -1.029 1.941
H -0.570 0.506 2.219
H -2.250 -0.512 0.936
H -2.181 -1.046 -0.718
H -2.538 0.612 -0.321
H -1.074 0.872 -2.700
H -1.003 -0.939 -2.858
H 0.465 0.073 -3.254
H 1.527 1.778 1.445
H 2.431 0.250 1.559
H 1.755 0.980 2.997
*
```

Values from the calculation:
HOMO level in eV: -7.66

Entry Q
One molecule with the formula C5H12N2. Source: OMol25; level of theory: ωB97M-V/def2-TZVPD.

Geometry as ORCA input:
```
! wB97M-V def2-TZVPD RIJCOSX def2/J DEFGRID3
* xyz 0 1
C 1.406 1.013 2.076
C 1.491 1.164 0.765
C 0.483 1.822 -0.169
C -0.505 0.720 -0.538
N 0.164 -0.532 -0.963
C -0.712 -1.620 -1.216
N -1.352 -2.203 0.009
H 1.955 0.276 2.644
H 0.635 1.530 2.578
H 2.420 0.901 0.259
H -0.017 2.592 0.417
H 1.052 2.141 -1.036
H -1.163 0.440 0.292
H -1.121 0.990 -1.402
H 0.817 -0.777 -0.226
H -1.498 -1.369 -1.920
H -0.117 -2.461 -1.572
H -1.832 -3.048 -0.286
H -2.106 -1.579 0.287
*
```

Values from the calculation:
HOMO level in eV: -8.91
SMILES string: C=CCCNCN

Entry R
One molecule with the formula C5H12N2. Source: OMol25; level of theory: ωB97M-V/def2-TZVPD.

Geometry as ORCA input:
```
! wB97M-V def2-TZVPD RIJCOSX def2/J DEFGRID3
* xyz 0 1
C -0.446 -0.834 -3.044
C -0.467 0.125 -2.088
C -1.010 0.040 -0.683
C 0.263 0.213 0.286
N 1.120 -0.931 0.120
C -0.172 0.300 1.807
N 0.833 0.798 2.759
H -1.442 -1.289 -3.212
H 0.413 -1.370 -3.447
H 0.219 1.016 -2.237
H -1.579 0.997 -0.615
H -1.616 -0.779 -0.298
H 0.720 1.169 0.077
H 0.616 -1.749 0.432
H 2.003 -0.847 0.602
H -0.700 -0.600 2.208
H -0.987 1.034 1.745
H 1.756 1.054 2.422
H 0.476 1.651 3.164
*
```

Values from the calculation:
HOMO level in eV: -8.18
SMILES string: C=CC[C@H](N)CN

Entry S
One molecule with the formula C5H12N2. Source: OMol25; level of theory: ωB97M-V/def2-TZVPD.

Geometry as ORCA input:
```
! wB97M-V def2-TZVPD RIJCOSX def2/J DEFGRID3
* xyz 0 1
C -2.169 -0.606 0.709
C -0.884 -0.506 1.059
N -0.338 -0.179 2.297
C 0.199 -0.848 0.030
C 0.990 0.364 -0.499
C 0.071 1.401 -1.128
N 2.051 -0.093 -1.395
H -2.919 -0.920 1.428
H -2.450 -0.470 -0.324
H -0.999 -0.352 3.046
H 0.511 -0.702 2.478
H 0.903 -1.521 0.486
H -0.337 -1.232 -0.837
H 1.522 0.784 0.361
H -0.170 1.111 -2.154
H 0.546 2.377 -1.212
H -0.846 1.584 -0.570
H 1.707 -0.833 -1.986
H 2.611 0.641 -1.788
*
```

Values from the calculation:
HOMO level in eV: -8.20
SMILES string: C=C(N)C[C@H](C)N

Least stable: entry P